Below is C7H15I2N in the gas phase in a non-equilibrium geometry, with properties calculated with wB97M-V/def2-TZVPD.

## Properties
largest force on an atom = 3.5 eV/A
HOMO level = -8.995 eV
LUMO = -0.5 eV
charge = 0
relative energy (zero: lowest compared OMol25 entry of this formula, charge and spin) = 62.7 kcal per mole
SMILES = CCC[C@H](C)[C@](C)(I)NI

Element x y z (Å)
C  2.292713  1.233720  -1.779726
C  1.514188  0.056916  -1.341106
C  0.546430  0.604494  -0.174983
C  -0.491287  -0.384091  0.166078
C  -1.508444  -0.491669  -1.050789
C  -1.214687  0.003857  1.570850
C  -2.010411  -1.105759  2.178162
I  -2.272734  1.995503  1.339458
N  -0.237456  0.556377  2.704990
I  1.432254  -0.740383  3.187958
H  3.204188  0.909162  -2.394671
H  1.838157  1.966695  -2.444471
H  2.665982  1.762074  -0.883351
H  2.130162  -0.778338  -1.001104
H  0.954339  -0.390876  -2.220926
H  1.222060  0.867547  0.799145
H  0.186844  1.618759  -0.456901
H  -0.008385  -1.373598  0.355449
H  -1.845457  0.548057  -1.395740
H  -2.395011  -1.160748  -0.800404
H  -0.818019  -0.824480  -1.852159
H  -2.777303  -0.914120  2.916462
H  -1.307751  -1.752622  2.673080
H  -2.454353  -1.550509  1.370088
H  -0.900860  0.341475  3.474120

Cartesian forces, eV/Å:
3.23 0.34 -1.08
-2.31 0.00 0.26
3.39 0.71 0.69
-2.46 0.26 1.46
0.38 0.56 0.75
2.31 1.57 0.45
0.32 0.90 0.61
0.07 -1.13 0.02
-1.03 -1.31 -1.05
-0.92 0.39 -0.27
-0.95 0.40 0.93
-0.69 -0.14 0.26
0.03 -0.05 -0.51
0.13 0.28 0.35
0.37 0.68 1.04
-1.33 -0.82 -2.37
-0.23 -0.84 -0.06
-0.44 0.52 -0.10
0.24 -1.44 0.84
1.23 0.77 -0.78
-1.22 -0.45 0.21
-0.13 0.78 0.08
0.42 -0.64 -0.10
-1.37 -1.83 -1.73
0.95 0.51 0.10

Mulliken atomic charge list, values in e, 8 entries: C -1.33; C -0.15; C -0.61; C 0.17; C -1.09; C 0.37; C -1.44; I 0.05